# 1
{
  "formula": "C42H36N4O3SbZn",
  "method": "wB97M-V/def2-TZVPD",
  "symbols": ["Zn", "O", "C", "O", "C", "C", "C", "N", "C", "C", "C", "C", "C", "C", "C", "N", "C", "C", "C", "C", "C", "N", "H", "H", "H", "H", "H", "H", "H", "H", "H", "H", "O", "C", "C", "C", "C", "C", "C", "C", "C", "N", "H", "H", "H", "H", "H", "H", "H", "H", "H", "H", "H", "C", "C", "C", "C", "C", "C", "Sb", "C", "C", "C", "C", "C", "C", "C", "C", "C", "C", "C", "C", "H", "H", "H", "H", "H", "H", "H", "H", "H", "H", "H", "H", "H", "H", "H"],
  "coordinates": [[-0.99406, 1.06280, 0.11914], [5.65956, 0.79959, 1.26458], [5.21983, 1.11496, 0.14624], [5.66284, 1.06495, -1.01612], [3.68545, 1.47831, 0.18786], [2.97675, 1.33116, 1.37322], [1.59811, 1.34331, 1.32545], [0.96276, 1.43628, 0.15763], [1.61710, 1.57508, -0.99313], [2.99525, 1.64308, -1.00787], [0.75621, 1.41688, -2.20913], [1.22390, 1.66992, -3.49028], [0.46044, 1.27752, -4.57529], [-0.74483, 0.62765, -4.35651], [-1.16780, 0.46251, -3.05541], [-0.45900, 0.87346, -2.00141], [0.67544, 1.24273, 2.49848], [1.11205, 1.42750, 3.79805], [0.19421, 1.36583, 4.83247], [-1.13908, 1.11357, 4.54624], [-1.50353, 0.94210, 3.22555], [-0.62439, 1.01307, 2.22252], [3.54326, 1.14948, 2.28131], [3.58628, 1.70968, -1.91420], [2.18843, 2.14223, -3.62435], [0.81582, 1.45456, -5.58355], [-1.34324, 0.25268, -5.17663], [-2.11118, -0.02704, -2.83711], [2.15957, 1.62279, 3.99085], [0.51746, 1.51307, 5.85606], [-1.88201, 1.04742, 5.32903], [-2.53373, 0.73585, 2.94764], [-3.15495, 0.92965, 0.00928], [-4.03187, 2.07060, 0.22738], [-4.26290, 2.87477, -1.03608], [-2.97706, 3.29157, -1.76938], [-2.01925, 4.06352, -0.90603], [-1.84823, 5.42854, -1.09382], [-1.02124, 6.14211, -0.24588], [-0.40527, 5.47082, 0.79824], [-0.61503, 4.11222, 0.91783], [-1.38103, 3.39751, 0.07706], [-3.53359, 0.37233, -0.67956], [-3.54637, 2.66794, 0.99017], [-4.97808, 1.71048, 0.62555], [-4.84204, 3.75830, -0.76001], [-4.87711, 2.29203, -1.72911], [-3.24654, 3.89613, -2.63355], [-2.47699, 2.40445, -2.14685], [-2.36597, 5.92349, -1.90701], [-0.86797, 7.20511, -0.38872], [0.22871, 5.98387, 1.51062], [-0.14390, 3.56932, 1.72706], [-2.30143, -6.61430, 0.32348], [-1.38434, -6.17484, 1.26957], [-0.90298, -4.87036, 1.22800], [-1.34535, -3.99903, 0.23583], [-2.28473, -4.43702, -0.69870], [-2.75134, -5.74506, -0.66301], [-0.55911, -2.01894, 0.09420], [0.88459, -2.20139, 1.66374], [2.22312, -2.52911, 1.44036], [3.12111, -2.57741, 2.50134], [2.68472, -2.33088, 3.79743], [1.34414, -2.05028, 4.03495], [0.45146, -1.97647, 2.97275], [0.73680, -2.32137, -1.58671], [1.89206, -1.53835, -1.67496], [2.77981, -1.67861, -2.73527], [2.51254, -2.61025, -3.73182], [1.36634, -3.39291, -3.65755], [0.47987, -3.25195, -2.59238], [-2.67268, -7.63197, 0.35856], [-1.03397, -6.85088, 2.04095], [-0.17523, -4.54683, 1.96238], [-2.66743, -3.76122, -1.45794], [-3.46238, -6.08596, -1.40638], [2.57850, -2.75144, 0.44493], [4.16335, -2.80822, 2.31251], [3.38616, -2.36787, 4.62231], [0.99468, -1.88388, 5.04819], [-0.59378, -1.76158, 3.17489], [2.13394, -0.83905, -0.88361], [3.68585, -1.07883, -2.75899], [3.20592, -2.73733, -4.55512], [1.16365, -4.13423, -4.42396], [-0.39504, -3.88990, -2.54850]],
  "forces_ev_per_angstrom": [[-0.673, 0.213, -0.128], [0.042, 0.300, -0.509], [-0.207, -0.408, -0.062], [-0.011, 0.175, 0.599], [0.227, -0.343, -0.124], [0.051, 0.088, 0.293], [-0.235, 0.082, 0.066], [0.046, -0.058, -0.046], [-0.219, 0.083, -0.101], [0.051, 0.167, -0.148], [0.050, -0.127, 0.135], [0.104, 0.016, 0.039], [0.088, 0.045, -0.058], [-0.022, -0.058, -0.123], [-0.036, 0.055, 0.190], [0.233, 0.175, 0.011], [-0.027, -0.069, -0.183], [0.154, 0.000, 0.110], [0.033, 0.001, 0.063], [0.007, -0.047, 0.065], [-0.051, -0.029, -0.171], [0.118, 0.167, 0.020], [-0.003, 0.014, -0.111], [-0.009, -0.049, 0.050], [-0.046, -0.045, -0.025], [-0.017, -0.021, 0.064], [0.022, 0.046, 0.054], [-0.005, 0.014, -0.002], [-0.078, -0.018, 0.000], [-0.012, -0.009, -0.054], [0.009, 0.016, -0.030], [0.105, 0.026, 0.006], [0.060, 0.200, 0.068], [0.021, -0.050, -0.110], [0.161, -0.050, -0.071], [0.000, -0.009, 0.143], [-0.050, -0.132, 0.117], [-0.034, 0.078, -0.045], [0.032, 0.044, 0.044], [-0.001, 0.072, 0.050], [-0.028, -0.161, -0.125], [0.081, 0.115, -0.027], [-0.006, -0.151, 0.063], [0.088, -0.012, 0.083], [-0.042, -0.099, 0.038], [-0.048, 0.004, -0.012], [-0.046, 0.056, 0.008], [-0.011, -0.001, -0.034], [0.049, -0.062, -0.058], [0.030, -0.047, 0.052], [-0.018, -0.057, 0.008], [-0.037, -0.041, -0.070], [0.018, -0.066, -0.055], [0.003, 0.036, 0.007], [-0.023, 0.022, -0.025], [-0.034, -0.086, -0.114], [-0.126, 0.124, -0.031], [-0.010, -0.021, 0.121], [0.030, 0.004, 0.017], [0.349, -0.266, -0.025], [0.037, 0.060, 0.019], [-0.114, 0.075, 0.142], [-0.019, -0.005, 0.034], [-0.037, 0.008, -0.042], [0.014, -0.010, -0.025], [0.067, -0.057, -0.060], [0.141, 0.051, -0.009], [-0.086, -0.150, -0.011], [-0.033, -0.002, 0.063], [-0.044, 0.008, 0.018], [-0.034, 0.001, 0.009], [0.062, 0.078, 0.015], [0.043, 0.058, -0.013], [-0.024, 0.038, -0.041], [-0.015, -0.016, -0.031], [0.043, -0.024, -0.007], [0.005, 0.023, 0.058], [0.017, 0.019, -0.058], [-0.072, 0.030, 0.006], [-0.024, -0.008, -0.044], [0.009, -0.018, -0.050], [0.016, 0.026, 0.000], [0.019, -0.056, -0.015], [-0.068, -0.057, 0.000], [-0.045, 0.001, 0.046], [0.025, 0.079, 0.059], [0.018, -0.004, 0.030]],
  "lowdin_charge": [0.591, -0.015, -0.660, -0.021, -0.047, 0.075, -0.189, 0.048, -0.205, 0.056, -0.190, 0.021, -0.014, -0.027, -0.137, 0.045, -0.216, 0.015, -0.021, -0.031, -0.111, 0.044, 0.128, 0.125, 0.128, 0.124, 0.119, 0.116, 0.130, 0.125, 0.118, 0.121, -0.140, -0.201, -0.145, -0.124, -0.257, 0.000, -0.029, -0.032, -0.104, 0.082, 0.102, 0.110, 0.129, 0.131, 0.123, 0.123, 0.077, 0.123, 0.122, 0.118, 0.100, -0.075, -0.070, -0.111, -0.386, -0.163, -0.082, 1.537, -0.396, -0.101, -0.052, -0.066, -0.088, -0.171, -0.373, -0.162, -0.057, -0.070, -0.076, -0.115, 0.109, 0.110, 0.090, 0.091, 0.107, 0.094, 0.118, 0.110, 0.107, 0.092, 0.079, 0.118, 0.109, 0.108, 0.084],
  "e_lumo_ev": -3.37,
  "charge": 1,
  "mol_weight_g_mol": 831.93,
  "total_energy_ha": -4086.26566,
  "e_homo_ev": -10.06,
  "homo_lumo_gap_ev": 6.6892,
  "de_lowest_kcal_mol": 0.00
}

=====

# 2
{
  "formula": "CH5NO2S",
  "method": "wB97M-V/def2-TZVPD",
  "symbols": ["C", "N", "O", "O", "S", "H", "H", "H", "H", "H"],
  "coordinates": [[1.64274, -0.22211, -0.34099], [-2.33095, -0.81308, 0.43635], [-0.65103, 1.17259, -0.01037], [-2.82246, 0.26276, -0.00010], [-0.19365, -0.25805, -0.05376], [1.90572, -0.09451, -1.36029], [2.24704, 0.67660, 0.12126], [2.17905, -1.17079, 0.12195], [-2.06618, 1.12094, -0.08790], [0.08972, -0.67436, 1.17383]],
  "forces_ev_per_angstrom": [[2.519, 0.778, 2.325], [-0.361, 1.529, -0.170], [0.444, 1.071, 0.037], [-0.950, 0.343, -0.142], [1.983, -1.157, -0.841], [-0.153, -0.419, -1.199], [-1.636, -1.478, -0.297], [-1.503, 1.653, -1.087], [0.001, -2.248, 0.586], [-0.343, -0.073, 0.787]],
  "nbo_charge": [-0.869, -0.075, -0.970, -0.439, 1.121, 0.225, 0.237, 0.237, 0.498, 0.035],
  "e_lumo_ev": [-0.11, 0.45],
  "mol_weight_g_mol": 95.12,
  "total_energy_ha": -644.29776,
  "e_homo_ev": [-8.16, -7.80],
  "homo_lumo_gap_ev": [8.0538, 8.2470],
  "de_lowest_kcal_mol": 154.69
}

=====

# 3
{
  "formula": "C27H35MnN5OSSeSi",
  "method": "wB97M-V/def2-TZVPD",
  "symbols": ["Mn", "C", "C", "C", "C", "C", "N", "C", "C", "C", "C", "C", "C", "C", "N", "C", "C", "C", "N", "C", "C", "N", "C", "C", "C", "N", "H", "H", "H", "H", "H", "H", "H", "H", "H", "H", "H", "H", "H", "H", "H", "H", "H", "H", "O", "S", "C", "C", "C", "C", "H", "H", "H", "H", "H", "H", "H", "H", "C", "Si", "C", "C", "Se", "H", "H", "H", "H", "H", "H", "H", "H", "H"],
  "coordinates": [[0.42657, -0.07398, 0.28435], [-5.73044, -1.59701, -2.12854], [-4.58136, -0.90527, -1.44486], [-4.28418, 0.43386, -1.71038], [-3.19384, 1.05599, -1.14058], [-2.35386, 0.37941, -0.24672], [-1.20011, 0.94784, 0.27874], [-1.18095, 2.28040, 0.70426], [-2.20919, 2.79249, 1.50454], [-2.16136, 4.07365, 2.00956], [-1.06324, 4.90386, 1.77791], [-0.97377, 6.26854, 2.40587], [-0.04473, 4.41244, 0.98366], [-0.11423, 3.13839, 0.42722], [0.89839, 2.75079, -0.50038], [1.56832, 3.55013, -1.35401], [2.34210, 2.75252, -2.16754], [2.07648, 1.45246, -1.74758], [1.21161, 1.46540, -0.73834], [-2.69142, -0.93932, 0.06110], [-3.76593, -1.57760, -0.55275], [-1.97898, -1.64074, 1.07813], [-2.50881, -2.52771, 1.94370], [-1.49898, -2.98537, 2.75870], [-0.35954, -2.30871, 2.33064], [-0.65245, -1.49672, 1.31512], [-6.58823, -0.93146, -2.22166], [-6.04778, -2.48203, -1.57767], [-5.45277, -1.91318, -3.13662], [-4.91170, 0.99005, -2.39726], [-2.96525, 2.08723, -1.38064], [-3.05194, 2.14945, 1.72626], [-2.97883, 4.43284, 2.62339], [-1.95611, 6.73498, 2.47015], [-0.32073, 6.92823, 1.83561], [-0.57473, 6.20168, 3.41999], [0.82813, 5.02697, 0.79477], [1.41200, 4.61471, -1.34878], [2.98909, 3.06913, -2.96638], [2.44399, 0.51216, -2.11940], [-3.96910, -2.61782, -0.32135], [-3.56408, -2.74224, 1.93210], [-1.58037, -3.69267, 3.56539], [0.65052, -2.34801, 2.70335], [0.36696, -1.16754, -1.49334], [0.64389, -2.46855, -2.23469], [1.46319, -3.57947, -1.04275], [0.57877, -4.81204, -0.88582], [-0.85810, -4.30730, -0.95257], [-0.91103, -3.40568, -2.18048], [1.51652, -2.98455, -0.12747], [2.47532, -3.78748, -1.38448], [0.80210, -5.32375, 0.04999], [0.76308, -5.51949, -1.69785], [-1.09733, -3.73839, -0.05226], [-1.57745, -5.12188, -1.03545], [-1.70521, -2.65817, -2.18537], [-0.95858, -3.98027, -3.10734], [4.78167, -0.74158, -0.99951], [4.45395, -0.06599, 0.72116], [5.62434, -0.87575, 1.92466], [4.64079, 1.79027, 0.73435], [2.38926, -0.62628, 1.54930], [5.85152, -0.94803, -1.09790], [4.51772, -0.02745, -1.78023], [4.24784, -1.67673, -1.18171], [6.65518, -0.59326, 1.69379], [5.55106, -1.96349, 1.87196], [5.41080, -0.57329, 2.95133], [5.65541, 2.08298, 0.44778], [4.43486, 2.19000, 1.72911], [3.94525, 2.25746, 0.03271]],
  "forces_ev_per_angstrom": [[-0.143, 0.125, 0.058], [0.022, 0.010, 0.013], [-0.048, -0.009, -0.047], [-0.004, 0.028, -0.019], [0.026, 0.016, -0.001], [0.016, 0.050, 0.037], [-0.019, 0.042, -0.079], [-0.045, -0.069, -0.029], [-0.013, -0.009, -0.009], [-0.022, -0.005, 0.021], [-0.012, 0.061, 0.040], [0.003, -0.032, -0.017], [0.086, -0.006, -0.035], [0.000, -0.018, 0.024], [0.017, 0.036, -0.036], [-0.054, 0.032, -0.033], [-0.040, 0.043, -0.060], [-0.062, -0.063, -0.022], [0.118, -0.014, 0.118], [0.038, 0.032, -0.016], [0.008, -0.072, 0.040], [-0.028, -0.020, 0.116], [-0.014, 0.026, -0.004], [-0.035, -0.035, 0.024], [0.035, 0.056, -0.003], [-0.015, -0.052, -0.116], [0.008, -0.002, 0.006], [0.011, 0.008, -0.004], [-0.001, 0.011, 0.015], [0.014, -0.010, 0.013], [-0.003, -0.013, 0.005], [0.002, 0.004, 0.000], [0.007, -0.009, -0.007], [0.000, -0.003, -0.005], [0.000, -0.009, 0.002], [-0.005, -0.004, -0.006], [-0.020, -0.019, -0.002], [0.016, -0.022, 0.001], [-0.006, -0.004, 0.022], [0.001, 0.015, 0.026], [0.007, 0.018, -0.001], [0.036, 0.005, 0.002], [0.007, 0.022, -0.022], [-0.005, -0.010, -0.001], [0.009, -0.038, -0.134], [-0.027, -0.011, 0.095], [-0.020, 0.023, -0.007], [0.028, -0.028, -0.021], [-0.032, 0.008, -0.009], [0.008, 0.036, 0.007], [0.033, 0.002, 0.008], [-0.018, 0.002, -0.030], [-0.011, 0.011, 0.010], [0.012, 0.003, 0.017], [0.012, -0.018, -0.026], [-0.005, 0.007, 0.000], [-0.002, -0.014, -0.009], [0.030, -0.004, 0.007], [-0.019, -0.030, -0.001], [0.020, 0.096, -0.003], [-0.004, 0.009, 0.042], [-0.033, 0.055, -0.014], [0.102, -0.194, 0.023], [-0.038, 0.012, -0.002], [0.014, -0.033, 0.002], [0.016, 0.016, 0.005], [-0.021, -0.005, -0.002], [-0.003, 0.008, -0.001], [0.008, 0.002, -0.021], [-0.033, -0.021, 0.011], [0.031, -0.018, -0.010], [0.061, -0.005, 0.055]],
  "nbo_charge": [1.372, -0.631, -0.008, -0.186, -0.205, 0.114, -0.740, 0.211, -0.220, -0.184, -0.011, -0.629, -0.201, 0.058, -0.133, 0.012, -0.311, 0.006, -0.342, 0.139, -0.237, -0.154, 0.005, -0.315, 0.005, -0.363, 0.230, 0.219, 0.226, 0.224, 0.229, 0.225, 0.223, 0.226, 0.220, 0.231, 0.220, 0.243, 0.253, 0.238, 0.217, 0.244, 0.253, 0.257, -1.039, 1.260, -0.601, -0.410, -0.414, -0.596, 0.258, 0.250, 0.241, 0.216, 0.212, 0.237, 0.263, 0.242, -1.130, 1.508, -1.127, -1.135, -0.654, 0.253, 0.231, 0.233, 0.246, 0.245, 0.250, 0.246, 0.250, 0.232],
  "e_lumo_ev": [-3.54, -2.53],
  "charge": 1,
  "mol_weight_g_mol": 639.66,
  "total_energy_ha": -5638.89643,
  "e_homo_ev": [-10.01, -10.14],
  "s_squared": 6.09,
  "homo_lumo_gap_ev": [6.4692, 7.6033],
  "spin_multiplicity": 5
}

=====

# 4
{
  "formula": "C3H10NO2S",
  "method": "wB97M-V/def2-TZVPD",
  "symbols": ["C", "C", "S", "N", "C", "O", "H", "H", "H", "H", "H", "H", "H", "H", "H", "H", "O"],
  "coordinates": [[0.16135, 1.28278, 0.31344], [1.03114, 0.15639, 1.09280], [2.28568, -0.55409, -0.03019], [-1.14337, 1.36138, 0.83738], [-1.92249, 0.11168, 0.71735], [-1.16521, -0.81638, 0.04764], [0.16938, 1.14004, -0.73585], [0.63744, 2.26969, 0.61716], [1.68655, 0.79137, 1.86756], [0.49814, -0.56332, 1.73000], [1.85616, -1.84572, -0.06764], [-1.06554, 1.60051, 1.78331], [-2.88038, 0.42501, 0.30925], [-2.09256, -0.24866, 1.66160], [-1.78269, -1.47381, -2.59019], [-1.13170, -0.45825, -1.47028], [-1.34505, -0.63440, -2.70077]],
  "forces_ev_per_angstrom": [[1.731, -0.079, 2.667], [1.663, 2.741, 0.912], [-0.196, -0.848, 0.383], [-1.227, 0.722, -0.690], [1.778, 0.134, -2.388], [-1.069, 0.204, -1.753], [0.223, -0.221, -0.918], [-0.254, -0.957, -0.848], [-1.117, -1.283, -1.391], [-0.005, 0.183, -0.931], [-0.022, 0.639, -0.057], [-0.006, 0.558, 1.586], [-0.534, -0.355, -0.688], [-0.779, -0.867, 2.986], [-0.238, -0.449, 0.017], [-0.840, -1.268, -2.116], [0.892, 1.144, 3.229]],
  "nbo_charge": [-0.198, -0.520, -0.101, -0.667, 0.111, -0.910, 0.211, 0.161, 0.161, 0.240, 0.136, 0.323, 0.105, 0.098, 0.436, 0.510, -1.096],
  "e_lumo_ev": 3.43,
  "charge": -1,
  "mol_weight_g_mol": 124.19,
  "total_energy_ha": -723.67569,
  "e_homo_ev": -3.74,
  "homo_lumo_gap_ev": 7.1695,
  "de_lowest_kcal_mol": 42.86
}